(1)
ORCA calculation (ωB97M-V/def2-TZVPD) on a molecular structure, C43H74BrClCsF3N4NaO13P.

Each line ends with the Löwdin charge.
Cartesian coordinates (Å):
C1 1.0011 4.3947 5.2036  -0.117
C2 0.0593 5.3389 4.2204  -0.130
C3 -0.4868 4.4071 2.9487  -0.237
O1 -1.7514 3.9288 3.0698  -0.007
O2 0.3439 4.1221 1.7503  -0.144
C4 -0.3511 4.6224 0.5169  -0.140
C5 0.5830 4.6090 -0.8210  -0.080
C6 0.5081 3.1908 -1.7069  -0.182
C7 1.3136 3.6045 -3.1137  -0.173
F1 1.3480 2.5106 -4.1159  0.004
F2 0.6261 4.7449 -3.8363  -0.018
F3 2.6762 4.1933 -2.8234  0.001
C8 -1.0402 2.8432 -2.1912  -0.025
N1 -1.3909 1.3602 -2.0716  -0.070
C9 -2.7530 1.0745 -2.7314  -0.041
C10 -2.9604 -0.5407 -3.0697  -0.049
O3 -2.0219 -1.3283 -3.6151  -0.084
C11 -1.3334 0.9510 -0.6208  -0.261
O4 -2.2323 1.6842 0.2823  -0.108
C12 -3.0089 0.6506 1.0166  -0.399
N2 -3.6562 -0.3923 1.4911  0.079
C13 0.2332 0.8904 -0.1710  -0.255
P1 0.4855 0.8136 1.7609  0.577
O5 0.4073 -0.6893 2.2997  -0.707
C14 1.2224 2.0393 -0.8142  -0.222
C15 2.4643 1.2175 -1.4885  -0.164
C16 3.3523 0.3412 -0.3714  -0.187
C17 4.2516 1.3010 0.5863  -0.206
C18 4.4804 0.8220 2.1208  -0.229
C19 4.1756 -0.7404 2.4662  -0.222
C20 5.0349 -1.8433 1.6140  -0.155
C21 4.1474 -3.2596 1.6797  -0.231
O6 3.1856 -3.3914 0.5740  -0.273
C22 2.0372 -4.2406 0.9244  -0.129
H1 2.0950 4.4296 4.7873  0.073
H2 0.6107 3.2811 5.0616  0.100
H3 0.9337 4.7069 6.3325  0.088
H4 -0.8894 5.6314 4.8643  0.106
H5 0.5978 6.3230 3.8666  0.120
H6 -1.4137 4.1461 0.4039  0.129
H7 -0.5534 5.7752 0.7599  0.149
H8 0.3092 5.5583 -1.4450  0.134
H9 1.7194 4.7415 -0.4805  0.153
H10 -1.8640 3.4452 -1.6064  0.166
H11 -1.2327 3.0927 -3.3426  0.156
H12 -0.6486 0.8321 -2.5958  0.189
H13 -2.8695 1.6301 -3.7749  0.161
H14 -3.6185 1.4568 -2.0114  0.157
H15 -3.9946 -1.0617 -2.7973  0.167
H16 -1.7196 -0.1803 -0.5951  0.182
H17 0.6180 -0.1809 -0.5359  0.128
H18 -0.5696 1.5790 2.3728  -0.156
H19 1.7652 1.4562 2.0684  0.016
H20 1.6984 2.5869 0.1365  0.112
H21 3.2538 1.8480 -2.0661  0.102
H22 1.9842 0.4719 -2.2873  0.112
H23 4.1156 -0.2869 -1.0412  0.104
H24 2.6623 -0.4331 0.1635  0.091
H25 5.3261 1.4264 0.0822  0.118
H26 3.8157 2.4118 0.6291  0.110
H27 3.8886 1.4806 2.9223  0.082
H28 5.6309 1.0114 2.3772  0.118
H29 4.3205 -0.9314 3.6307  0.129
H30 3.0143 -0.9206 2.2643  0.090
H31 5.1705 -1.6022 0.4773  0.102
H32 6.0571 -2.1070 2.1502  0.116
H33 4.8492 -4.2085 1.6654  0.120
H34 3.5936 -3.2954 2.7357  0.131
H35 1.9665 -5.1999 0.2177  0.091
H36 2.0176 -4.6237 2.0299  0.098
H37 1.0549 -3.5983 0.7364  0.103
Br1 -5.5631 1.5025 0.9675  -0.023
C23 -4.8357 2.4931 4.4216  -1.048
O7 -5.2631 1.3536 4.5261  0.078
O8 -4.0616 3.0394 5.2159  -0.068
O9 -5.1112 3.2760 3.5052  0.030
C24 -6.1493 2.8556 9.5489  0.019
C25 -5.6064 2.6939 10.7594  0.012
C26 -4.3115 2.0065 10.9327  -0.395
O10 -3.8149 1.8563 12.0406  0.083
C27 -3.6394 1.5066 9.7170  0.017
C28 -4.1822 1.6684 8.5064  0.041
C29 -5.4771 2.3557 8.3331  -0.370
O11 -5.9737 2.5060 7.2253  0.121
H38 -7.0986 3.3568 9.4043  0.119
H39 -6.0867 3.0555 11.6608  0.118
H40 -2.6900 1.0055 9.8616  0.121
H41 -3.7019 1.3067 7.6051  0.132
C30 5.5671 1.0435 -4.2567  -0.147
O12 4.7519 0.1842 -3.4811  -0.143
H42 5.9266 1.8586 -3.6243  0.086
H43 6.4209 0.4838 -4.6463  0.076
H44 4.9813 1.4564 -5.0816  0.076
H45 4.4480 -0.5285 -4.0685  0.061
Na1 -3.9710 5.0741 5.4087  0.738
C31 0.4977 -2.0491 -5.1488  -0.152
C32 1.9907 -2.3200 -5.0890  -0.234
C33 2.7468 -2.0098 -6.3743  -0.184
C34 2.3334 -2.7068 -7.6717  -0.101
N3 2.4714 -4.2486 -7.7871  -0.201
C35 3.4299 -4.9406 -6.8151  -0.082
C36 2.5905 -5.7352 -5.8318  -0.146
C37 1.1490 -5.6579 -6.2775  -0.521
C38 1.1211 -4.9650 -7.6179  -0.369
C39 2.9714 -4.5307 -9.2238  0.006
H46 0.0254 -2.5295 -6.0080  -0.043
H47 0.0145 -2.4354 -4.2439  0.064
H48 0.3014 -0.9737 -5.2019  0.083
H49 2.1554 -3.3504 -4.7879  0.084
H50 2.4169 -1.7089 -4.2813  0.109
H51 3.8180 -2.1495 -6.2008  0.105
H52 2.6396 -0.9311 -6.5547  0.132
H53 2.9772 -2.2866 -8.4543  0.124
H54 1.3112 -2.4410 -7.9605  0.107
H55 4.0625 -5.6297 -7.3847  0.129
H56 4.0883 -4.2130 -6.3383  0.125
H57 2.7094 -5.3672 -4.8089  0.115
H58 2.9295 -6.7778 -5.8054  0.124
H59 0.5457 -5.1082 -5.5464  -0.137
H60 0.7064 -6.6557 -6.3521  0.087
H61 0.2992 -4.2480 -7.7098  -0.113
H62 1.0200 -5.7043 -8.4213  0.126
H63 3.9663 -4.0901 -9.3262  0.108
H64 2.2640 -4.0805 -9.9228  0.105
H65 3.0196 -5.6140 -9.3717  0.100
Cl1 -1.0711 0.3174 3.4703  0.119
O13 3.7582 2.3539 5.1201  -0.077
H66 2.8993 1.9157 5.2169  0.042
H67 3.7719 3.0036 5.8387  0.036
Cs1 -1.0753 -4.7577 -6.3895  1.105
C40 -6.1559 -1.7511 3.5965  -0.123
C41 -7.4307 -1.4950 4.3942  -0.273
C42 -8.4688 -2.6067 4.2300  -0.207
C43 -8.8714 -2.7215 2.7688  -0.171
N4 -9.2056 -2.8166 1.5566  0.084
H68 -6.3529 -1.7876 2.5204  0.060
H69 -5.4332 -0.9468 3.7666  0.046
H70 -5.6900 -2.6973 3.8945  0.073
H71 -7.8595 -0.5359 4.0789  0.116
H72 -7.1730 -1.3993 5.4547  0.109
H73 -9.3565 -2.3834 4.8310  0.105
H74 -8.0621 -3.5659 4.5683  0.109

Properties
Total energy   -183303.2451 eV
Charge   0
Molar mass   1214.30 Da
LUMO energy   -2.450 eV



(2)
ORCA calculation (ωB97M-V/def2-TZVPD) on a molecular structure, C43H77CaF3N14O3S.

Each line ends with the Löwdin charge.
Cartesian coordinates (Å):
Ca1 1.0538 -3.7915 -3.0281  1.856
C1 -4.9508 -3.8395 -5.0890  -0.041
C2 -5.2606 -2.4366 -4.5982  -0.136
N1 -5.2490 -2.3840 -3.1128  -0.025
C3 -6.3206 -2.6357 -2.2909  0.014
C4 -5.9457 -2.6781 -0.9902  0.036
N2 -4.5578 -2.5113 -1.0015  -0.086
C5 -4.1879 -2.4143 -2.2939  -0.059
C6 -3.7234 -2.6674 0.1842  0.010
H1 -4.7666 -3.9169 -6.1640  0.104
H2 -5.8671 -4.4354 -5.1012  0.106
H3 -4.1345 -4.3529 -4.5851  0.073
H4 -6.2146 -2.0452 -4.9481  0.145
H5 -4.5625 -1.6259 -4.8231  0.120
H6 -7.3407 -2.7560 -2.6270  0.164
H7 -6.3810 -2.9266 -0.0364  0.150
H8 -3.1284 -2.4102 -2.4950  0.148
H9 -4.2705 -2.7047 1.1221  0.106
H10 -3.0429 -1.8167 0.1705  0.055
H11 -3.1876 -3.6126 0.0961  0.110
C7 -7.6894 2.8627 -0.5159  -0.021
C8 -7.1470 1.9788 -1.6800  -0.137
N3 -5.7515 1.5672 -1.4324  -0.014
C9 -4.8155 1.2834 -2.3959  -0.029
C10 -3.6530 0.9366 -1.8196  -0.051
N4 -3.7848 1.1938 -0.4750  -0.058
C11 -5.0822 1.4882 -0.2704  -0.002
C12 -2.7704 1.0197 0.6067  0.039
H12 -7.6229 2.3226 0.4213  0.082
H13 -8.6544 3.2690 -0.8096  0.112
H14 -7.0281 3.7292 -0.6173  0.078
H15 -7.2166 2.4217 -2.6720  0.139
H16 -7.8260 1.1236 -1.7297  0.135
H17 -5.2077 1.1336 -3.3915  0.149
H18 -2.7306 0.4933 -2.1554  0.111
H19 -5.5176 1.7383 0.6845  0.168
H20 -2.9182 1.8831 1.2551  0.103
H21 -1.7522 0.9489 0.2543  0.069
H22 -3.2011 0.1645 1.1235  0.076
C13 3.4704 4.3159 -3.6014  -0.056
C14 3.8910 5.5028 -2.7400  -0.143
N5 4.7828 5.2526 -1.5971  -0.040
C15 6.0148 4.6615 -1.7460  0.009
C16 6.5116 4.4604 -0.4990  0.030
N6 5.5412 4.8724 0.4057  -0.085
C17 4.4891 5.3340 -0.3110  -0.009
C18 5.5482 5.0058 1.8428  0.019
H23 4.3651 3.8144 -3.9739  0.082
H24 2.8042 4.6725 -4.3806  0.068
H25 2.9526 3.5226 -3.0532  0.059
H26 2.9574 5.9274 -2.3628  0.125
H27 4.3342 6.3374 -3.2832  0.152
H28 6.4961 4.3995 -2.6734  0.150
H29 7.3970 4.0124 -0.0785  0.149
H30 3.5972 5.7465 0.1297  0.167
H31 5.8038 4.0619 2.3214  0.105
H32 4.6091 5.4225 2.1940  0.101
H33 6.3287 5.7176 2.1179  0.126
C19 11.4661 -3.2817 -1.1794  -0.034
C20 10.3110 -3.6627 -0.2407  -0.133
N7 8.9579 -3.4371 -0.8118  -0.012
C21 7.8969 -4.2575 -1.0239  -0.005
C22 6.7890 -3.5767 -1.4029  0.008
N8 7.2439 -2.2382 -1.5031  -0.086
C23 8.5203 -2.2041 -1.0761  -0.002
C24 6.4940 -1.0013 -1.7116  -0.005
H34 11.6168 -4.1170 -1.8615  0.094
H35 12.3573 -3.1382 -0.5725  0.101
H36 11.3030 -2.3794 -1.7683  0.079
H37 10.4966 -3.2090 0.7336  0.137
H38 10.3164 -4.7269 -0.0004  0.134
H39 8.0880 -5.2996 -0.8105  0.155
H40 5.7848 -3.8837 -1.6206  0.108
H41 9.0882 -1.3024 -0.9094  0.180
H42 5.8619 -0.9220 -2.5955  0.092
H43 7.2318 -0.2358 -1.9560  0.103
H44 5.9676 -0.7581 -0.7907  0.091
C25 -1.7464 -6.8772 6.3552  -0.034
C26 -2.2923 -6.1459 5.1163  -0.131
N9 -1.1679 -5.4823 4.4151  -0.032
C27 -0.7360 -5.6443 3.1126  0.008
C28 0.3904 -4.8979 2.9212  0.006
N10 0.5448 -4.1601 4.0969  -0.093
C29 -0.4201 -4.5288 4.9509  -0.025
C30 1.3794 -3.0112 4.2443  0.002
H45 -2.4478 -7.6081 6.7483  0.106
H46 -1.5371 -6.1081 7.1056  0.082
H47 -0.7439 -7.3085 6.3216  0.097
H48 -2.9886 -5.3858 5.4759  0.124
H49 -2.8967 -6.7102 4.4085  0.133
H50 -1.3624 -6.2168 2.4481  0.140
H51 0.8949 -4.6111 2.0075  0.125
H52 -0.5212 -4.1115 5.9414  0.183
H53 1.3272 -2.4830 3.2869  0.079
H54 2.3958 -3.3973 4.3226  0.124
H55 1.0763 -2.2715 4.9772  0.095
C31 0.2362 4.0084 -5.0017  -0.034
C32 -0.1952 2.8743 -4.0318  -0.151
N11 -1.2395 3.3114 -3.0799  -0.054
C33 -1.1199 3.4827 -1.7121  -0.005
C34 -2.1103 4.3743 -1.3711  0.006
N12 -2.8841 4.5477 -2.4826  -0.079
C35 -2.3994 3.8411 -3.4936  -0.013
C36 -4.1601 5.2531 -2.4950  0.051
H56 0.9942 3.6827 -5.7080  0.098
H57 0.3619 4.9782 -4.5232  0.094
H58 -0.6493 4.1968 -5.6166  0.085
H59 0.6261 2.3939 -3.4990  0.094
H60 -0.6573 1.9968 -4.4937  0.123
H61 -0.2894 3.0557 -1.1790  0.115
H62 -2.3132 4.9126 -0.4598  0.148
H63 -2.8668 3.6688 -4.4507  0.187
H64 -4.3225 5.6210 -3.5088  0.123
H65 -4.1134 6.1723 -1.9143  0.126
H66 -4.9614 4.5752 -2.2127  0.088
C37 -2.4333 -1.8697 3.6125  -0.043
C38 -2.8320 -0.9887 4.8247  -0.128
N13 -2.1704 0.3112 4.8838  -0.041
C39 -2.8539 1.5113 4.8249  0.026
C40 -1.9157 2.5022 4.6938  0.006
N14 -0.6911 1.8831 4.7510  -0.076
C41 -0.8557 0.5611 4.7910  -0.011
C42 0.5644 2.7014 4.5736  0.068
H67 -2.7584 -2.9021 3.7567  0.082
H68 -1.3549 -2.0631 3.6840  0.047
H69 -2.5657 -1.5375 2.5868  0.040
H70 -2.6549 -1.4238 5.8128  0.145
H71 -3.9197 -0.9535 4.9049  0.139
H72 -3.9274 1.5507 4.7431  0.147
H73 -2.0021 3.5711 4.8073  0.152
H74 -0.0643 -0.1506 4.9519  0.157
H75 0.9957 2.8367 5.5645  0.120
H76 0.3131 3.6998 4.2308  0.104
H77 1.1096 2.0480 3.8990  0.090
C43 1.5822 0.1389 -0.4232  -0.638
F1 1.4746 0.7404 0.7636  0.137
F2 1.2310 1.0385 -1.3316  0.132
F3 2.8404 -0.2748 -0.5460  0.160
S1 0.3055 -1.2802 -0.4174  0.546
O1 1.0126 -2.3619 -1.2023  -0.551
O2 0.0671 -1.5541 0.9673  -0.271
O3 -0.8598 -0.7270 -1.1095  -0.341

Properties
Total energy   -110174.7806 eV
Charge   +8
Molar mass   967.32 Da
LUMO energy   -19.313 eV



What are the largest force on an atom values for these records? In order: 12.3 2.8 eV Å⁻¹.